1.
11
Properties=species:S:1:pos:R:3:forces:R:3 method="wB97M-V/def2-TZVPD" total_charge=0 gap_ev=9.0 de_lowest_kcal_mol=130.5 molar_mass_g_mol=100.08
C -0.248 -0.101 -0.680 -5.36 -0.14 -3.85
C -0.319 1.597 0.706 -0.16 -2.30 -3.98
C 0.646 -0.457 0.227 0.59 -1.94 2.97
H -1.273 0.322 -2.091 0.12 -5.24 1.18
H -0.168 2.673 0.939 -0.47 -1.21 0.56
H 0.932 0.912 1.921 1.52 -1.46 0.59
H 0.738 -2.543 0.374 2.52 4.43 1.65
N -0.865 1.186 -0.470 2.44 -1.07 1.19
N 0.457 0.537 1.126 0.42 4.92 3.09
O -1.037 -0.859 -1.666 1.78 6.77 -0.15
O 1.306 -1.599 0.760 -3.42 -2.77 -3.27

2.
80
Properties=species:S:1:pos:R:3:forces:R:3 method="wB97M-V/def2-TZVPD" total_charge=0 gap_ev=10.1 molar_mass_g_mol=855.13 smiles="CCCO[C@]1(CC=O)OC(=O)O[C@]1(CCCCCCCCOC(C)=O)C[C@H](C)Br.BrCCBr.BrCCBr"
C -3.896 -0.389 -4.890 0.29 0.23 -0.09
C -3.088 0.734 -4.213 -0.45 -0.13 -0.02
C -2.544 0.380 -2.828 -0.07 0.06 -0.06
O -1.107 0.337 -2.875 -0.18 -0.53 0.40
C -0.490 -0.578 -2.036 -0.02 -0.01 0.08
C -0.789 -2.040 -2.383 0.10 0.06 0.16
C -1.263 -2.885 -1.223 0.03 -0.20 0.11
O -0.847 -3.995 -1.006 0.05 0.17 -0.05
O -0.893 -0.267 -0.673 -0.15 0.28 -0.35
C -0.274 0.926 -0.413 0.04 -0.10 0.09
O -0.688 1.754 0.331 0.06 -0.01 0.15
O 0.867 1.014 -1.122 -0.09 -0.06 -0.10
C 0.994 -0.181 -1.943 0.19 -0.40 0.35
C 1.882 -1.206 -1.171 0.09 0.40 -0.11
C 1.809 -1.293 0.355 0.03 -0.46 -0.11
C 2.856 -2.311 0.860 -0.20 0.20 -0.22
C 2.362 -3.760 0.866 0.10 -0.13 0.10
C 1.394 -4.116 2.000 -0.05 0.09 -0.01
C 1.949 -3.807 3.406 0.03 -0.03 -0.06
C 1.225 -2.672 4.159 -0.02 -0.05 0.02
C 2.131 -1.602 4.769 -0.08 -0.07 -0.08
O 1.760 -0.330 4.204 -0.03 0.07 0.08
C 2.618 0.701 4.457 0.02 -0.05 0.01
C 3.922 0.664 3.695 -0.07 0.02 0.00
O 2.305 1.588 5.199 0.04 0.03 -0.14
C 1.754 0.151 -3.224 0.06 -0.05 -0.01
C 1.153 0.898 -4.404 0.10 0.31 0.10
C 0.397 2.185 -4.076 -0.06 0.29 -0.62
Br 0.107 -0.304 -5.548 0.11 -0.20 -0.29
H -4.737 0.030 -5.447 0.01 -0.07 0.06
H -3.285 -0.937 -5.610 0.01 -0.14 0.12
H -4.289 -1.091 -4.153 -0.08 -0.01 -0.08
H -3.712 1.628 -4.128 0.04 -0.44 -0.01
H -2.241 1.020 -4.840 -0.18 -0.04 0.01
H -2.834 1.130 -2.086 0.17 -0.13 -0.09
H -2.941 -0.578 -2.479 0.03 -0.05 -0.05
H -1.558 -2.071 -3.161 0.00 0.05 0.08
H 0.099 -2.511 -2.805 -0.07 0.00 -0.07
H -2.038 -2.446 -0.572 -0.03 0.04 -0.07
H 1.738 -2.207 -1.581 -0.04 0.02 -0.14
H 2.909 -0.925 -1.428 -0.03 -0.08 0.06
H 0.821 -1.645 0.658 -0.04 0.21 0.14
H 1.998 -0.320 0.811 -0.14 0.04 -0.06
H 3.180 -2.009 1.860 0.03 -0.12 0.00
H 3.738 -2.255 0.211 0.01 0.08 0.14
H 3.227 -4.431 0.934 -0.03 0.09 0.01
H 1.880 -3.989 -0.090 0.00 0.00 0.00
H 0.447 -3.589 1.843 0.02 -0.04 0.07
H 1.156 -5.180 1.925 -0.02 0.07 -0.08
H 3.010 -3.557 3.310 -0.03 -0.05 0.05
H 1.914 -4.715 4.012 0.03 0.05 -0.02
H 0.541 -2.147 3.488 0.05 -0.03 -0.01
H 0.603 -3.106 4.945 -0.01 0.08 -0.06
H 2.000 -1.532 5.853 0.09 0.00 -0.04
H 3.185 -1.810 4.553 -0.01 0.03 0.02
H 3.894 -0.068 2.889 0.05 0.00 0.08
H 4.736 0.434 4.384 0.00 -0.01 -0.05
H 4.108 1.656 3.283 0.00 -0.03 0.06
H 2.602 0.757 -2.881 -0.02 -0.05 -0.03
H 2.181 -0.788 -3.589 -0.01 0.07 0.00
H 1.990 1.131 -5.061 -0.03 -0.05 0.07
H 0.739 2.989 -4.732 0.04 -0.04 0.03
H 0.558 2.496 -3.044 -0.11 -0.08 -0.05
H -0.671 2.060 -4.259 0.37 0.19 0.24
Br -6.340 3.074 -2.362 0.06 -0.04 -0.02
C -4.790 3.103 -1.187 -0.10 0.00 -0.01
C -3.810 4.183 -1.558 0.07 0.03 0.02
Br -2.827 3.744 -3.175 0.11 0.70 0.17
H -4.342 2.116 -1.245 -0.05 0.05 0.10
H -5.174 3.269 -0.184 0.01 0.02 0.00
H -3.063 4.288 -0.776 0.03 -0.01 0.04
H -4.293 5.139 -1.738 -0.03 -0.01 0.03
Br -0.577 4.754 6.864 -0.04 -0.02 -0.01
C -0.380 3.422 5.456 0.05 0.07 0.12
C -0.855 3.936 4.127 -0.06 -0.06 -0.07
Br -2.798 4.025 4.041 0.00 0.05 -0.04
H -0.938 2.549 5.777 0.02 -0.03 -0.01
H 0.678 3.181 5.422 -0.02 0.00 -0.03
H -0.555 3.259 3.329 -0.01 -0.01 0.01
H -0.491 4.937 3.919 0.02 -0.01 -0.01